1.
120
Properties=species:S:1:pos:R:3:forces:R:3:lowdin_charge:R:1 method="wB97M-V/def2-TZVPD" charge=0 energy_ha=-2839.9096 e_lumo_ha=0.020 e_homo_ev=-8.22 gap_ev=8.753 smiles="CCOC(=O)C(F)(F)F.c1cc[nH]c1.c1cc[nH]c1.c1cc[nH]c1.c1cc[nH]c1.c1cc[nH]c1.c1cc[nH]c1.c1cc[nH]c1.c1cc[nH]c1.c1cc[nH]c1.c1cc[nH]c1.CC#N"
N 8.618 -2.390 23.175 -0.418 -1.745 2.308 0.0093
C 7.612 -1.514 23.550 -0.462 -0.177 -1.417 -0.1755
C 6.984 -1.970 24.687 0.167 0.618 -0.241 -0.1166
C 7.691 -3.105 25.145 0.945 -0.721 -0.666 -0.1124
C 8.665 -3.416 24.191 -0.299 1.363 -0.164 -0.1045
H 9.312 -2.300 22.437 -0.469 0.136 0.270 0.1250
H 7.285 -0.771 22.807 0.312 -0.161 0.748 0.1103
H 6.083 -1.555 25.140 0.499 0.016 -0.181 0.0995
H 7.527 -3.596 26.113 0.076 -0.018 -0.778 0.0989
H 9.404 -4.225 24.179 -0.301 0.627 -0.100 0.1009
N 8.382 4.083 17.766 -0.811 0.600 -2.039 0.0565
C 8.849 5.112 16.985 -0.670 -0.073 -1.339 -0.1592
C 8.163 5.130 15.747 0.683 0.461 1.851 -0.1124
C 7.169 4.078 15.845 0.776 0.906 -1.200 -0.1223
C 7.374 3.474 17.041 -0.238 -0.560 1.228 -0.1540
H 8.565 3.915 18.738 0.190 -0.152 0.309 0.1003
H 9.634 5.776 17.290 0.134 0.048 0.266 0.1035
H 8.366 5.959 15.035 -0.482 -1.101 0.321 0.1020
H 6.439 3.809 15.071 0.378 0.044 0.593 0.0952
H 6.823 2.667 17.484 -0.038 -0.238 0.066 0.0901
N 10.051 -3.993 19.382 -0.257 -0.509 0.482 0.0460
C 10.139 -4.760 20.488 1.518 -1.147 1.313 -0.1704
C 11.499 -4.897 20.856 -1.767 -0.739 0.693 -0.1008
C 12.227 -4.211 19.889 0.126 0.905 -0.267 -0.1300
C 11.317 -3.630 19.040 -0.595 0.675 -1.546 -0.1615
H 9.173 -3.793 18.888 0.796 0.163 0.163 0.1162
H 9.357 -5.360 20.899 -0.653 0.176 0.080 0.0859
H 11.855 -5.440 21.756 -0.254 0.439 -0.976 0.1081
H 13.284 -4.054 19.868 0.351 0.045 -0.061 0.0966
H 11.346 -2.935 18.208 0.694 -0.191 0.080 0.1102
N 9.421 -1.766 16.327 0.431 0.178 0.518 0.0475
C 8.461 -2.514 16.894 -2.507 -1.147 0.823 -0.1787
C 7.961 -1.831 18.027 0.623 -0.676 -1.689 -0.1218
C 8.729 -0.658 18.088 0.656 0.645 0.871 -0.1203
C 9.659 -0.639 17.075 -0.612 0.270 -0.077 -0.0967
H 9.780 -2.009 15.436 0.627 0.023 -0.815 0.0993
H 8.033 -3.449 16.433 0.872 1.214 0.430 0.1162
H 7.062 -2.062 18.572 0.095 -0.298 0.301 0.0905
H 8.698 0.094 18.858 -0.160 0.141 -0.010 0.0747
H 10.364 0.153 16.836 -0.050 -0.455 -0.217 0.0923
N 4.216 0.760 18.665 0.035 -0.379 -2.116 0.0258
C 3.777 0.039 19.714 0.622 1.395 1.034 -0.1221
C 3.575 0.954 20.725 -0.437 0.688 0.667 -0.1052
C 3.795 2.296 20.223 0.074 -2.764 -0.597 -0.1132
C 4.183 2.077 18.927 0.292 1.528 0.022 -0.1603
H 4.365 0.338 17.737 -0.015 0.510 0.549 0.1059
H 3.847 -1.011 19.654 -0.275 -0.954 0.278 0.0776
H 3.289 0.762 21.738 -0.193 -0.357 0.264 0.0794
H 3.695 3.231 20.702 -0.166 0.659 0.463 0.0827
H 4.467 2.845 18.233 0.047 -0.186 -0.475 0.1047
N 7.713 -2.702 12.496 -0.541 0.829 -0.416 0.0057
C 8.734 -1.827 12.225 0.477 -1.093 -0.394 -0.1398
C 9.846 -2.355 12.833 0.022 0.609 -0.227 -0.1253
C 9.440 -3.529 13.550 0.613 1.254 -0.596 -0.1435
C 8.120 -3.735 13.328 -1.218 0.988 -0.635 -0.1150
H 6.802 -2.466 12.128 -0.098 -0.709 0.444 0.1458
H 8.687 -1.065 11.436 -0.281 -0.336 0.709 0.1176
H 10.823 -1.908 12.664 -0.054 -0.412 0.465 0.0940
H 10.085 -4.018 14.204 0.702 -1.216 0.808 0.0698
H 7.379 -4.435 13.702 0.434 0.070 -0.024 0.1157
N 6.194 -0.613 15.763 -0.703 0.562 -0.146 0.0393
C 5.951 0.495 14.954 -1.480 -1.285 0.727 -0.0940
C 4.544 0.583 14.843 2.380 0.248 0.497 -0.1198
C 3.928 -0.426 15.598 2.396 -0.694 0.019 -0.1164
C 5.001 -1.158 16.158 -1.560 0.304 0.127 -0.1587
H 7.088 -0.904 16.156 -0.348 0.150 -0.267 0.0879
H 6.766 1.076 14.539 -0.269 -0.079 0.161 0.0990
H 4.098 1.460 14.502 -0.913 1.000 -1.126 0.0674
H 2.884 -0.642 15.620 -0.361 -0.096 0.388 0.0913
H 4.844 -1.899 16.947 0.770 -0.096 -0.565 0.1118
N 6.688 -4.051 20.910 0.348 0.130 0.500 0.0047
C 6.389 -5.113 20.079 -0.591 0.494 0.284 -0.1241
C 5.057 -4.958 19.641 2.053 -0.496 0.625 -0.1011
C 4.591 -3.780 20.217 -0.073 0.859 1.295 -0.1453
C 5.591 -3.243 21.022 -0.353 0.559 -0.271 -0.1456
H 7.535 -3.962 21.513 -1.153 -0.065 -0.945 0.1251
H 7.170 -5.849 19.988 -0.332 -0.328 -0.428 0.0895
H 4.461 -5.646 19.091 0.003 -0.366 -0.469 0.0832
H 3.565 -3.450 20.253 0.015 0.189 -0.340 0.0903
H 5.586 -2.306 21.601 0.119 -0.848 -0.266 0.1037
N 6.800 2.948 21.256 1.171 1.122 0.798 0.0353
C 7.888 2.274 20.813 0.412 -1.043 0.044 -0.1612
C 8.997 3.074 21.005 0.619 -0.814 -0.800 -0.1526
C 8.606 4.339 21.521 -1.396 -1.755 0.182 -0.0886
C 7.237 4.173 21.750 -0.621 0.526 -0.206 -0.1142
H 5.878 2.546 21.340 -0.067 0.217 -0.123 0.1064
H 7.809 1.209 20.519 0.105 1.011 0.127 0.1076
H 10.006 2.705 20.833 -0.190 0.315 -0.097 0.0903
H 9.309 5.123 21.728 -0.358 0.343 0.286 0.0888
H 6.492 4.804 22.234 0.408 0.038 -0.323 0.1066
N 10.532 2.765 15.215 -0.925 1.525 0.886 0.0186
C 10.966 1.703 14.488 0.354 -0.814 0.333 -0.1551
C 12.075 1.114 15.128 -1.967 2.453 0.487 -0.0979
C 12.272 1.937 16.304 0.257 -0.771 -0.335 -0.1383
C 11.342 2.926 16.351 -1.268 -0.595 -1.646 -0.1295
H 9.667 3.374 15.037 1.826 -1.327 0.316 0.1438
H 10.362 1.387 13.641 0.468 0.019 0.080 0.1037
H 12.552 0.216 14.852 0.585 -0.630 -0.293 0.0683
H 12.967 1.806 17.101 0.549 -0.259 0.163 0.0706
H 11.074 3.632 17.108 0.174 0.264 0.057 0.0833
C 10.987 -6.930 17.435 -1.691 -1.073 0.692 -0.0461
C 9.728 -6.408 16.887 1.382 -0.533 1.404 -0.2726
N 8.769 -6.011 16.427 -1.434 0.665 -0.738 0.1433
H 10.928 -8.011 17.332 0.066 -0.218 -0.151 0.0826
H 11.161 -6.776 18.517 -0.060 0.687 -0.744 0.0833
H 11.698 -6.591 16.748 1.736 0.613 -0.410 0.0615
C 12.973 0.426 20.043 -0.543 1.617 -0.826 -0.0645
C 11.984 -0.656 20.356 0.544 -0.863 1.697 -0.1613
O 11.254 -0.275 21.613 0.414 -0.516 -0.409 0.0069
C 11.876 -0.662 22.736 0.852 0.072 -1.998 -0.4167
O 12.864 -1.342 22.787 -0.363 0.048 0.385 0.1613
C 11.290 0.001 23.948 -0.892 0.424 0.162 -0.5199
F 12.039 1.100 24.233 -0.905 -0.542 -0.081 0.1582
F 9.982 0.347 23.729 1.545 0.024 0.682 0.1322
F 11.370 -0.850 24.957 -0.308 0.292 0.447 0.1836
H 13.789 0.532 20.727 0.207 -0.349 1.009 0.0689
H 12.493 1.461 20.021 0.502 -1.373 -0.480 0.1034
H 13.508 0.169 19.122 -0.486 0.323 -0.293 0.0810
H 12.548 -1.585 20.604 -0.660 0.591 -0.363 0.1071
H 11.221 -0.885 19.611 0.062 0.431 0.126 0.0955



2.
112
Properties=species:S:1:pos:R:3:forces:R:3:lowdin_charge:R:1 method="wB97M-V/def2-TZVPD" charge=+1 energy_ha=-3017.9132 e_lumo_ha=-0.177 e_homo_ev=-10.02 gap_ev=5.212
Pt -0.149 0.026 0.597 -0.128 0.310 0.418 1.0228
C 5.101 -4.146 -1.796 -0.029 0.030 -0.064 -0.0326
C 4.551 -3.164 -2.837 -0.013 0.029 -0.019 -0.5495
C 5.532 -1.998 -3.006 -0.049 -0.064 -0.018 -0.0349
C 4.434 -3.892 -4.177 0.071 0.024 0.089 -0.0559
C 3.205 -2.630 -2.349 0.117 0.220 0.451 -0.1288
C 3.125 -1.913 -1.195 -0.183 -0.199 -0.233 0.0490
C 1.863 -1.428 -0.727 0.055 0.079 0.148 -0.1419
N 1.615 -0.803 0.435 0.313 -0.170 -0.086 -0.0090
C 2.407 -0.572 1.540 -0.005 -0.160 -0.231 -0.1378
C 3.671 -1.146 1.835 0.136 0.309 0.397 0.0456
C 4.375 -0.751 2.946 -0.316 -0.225 -0.584 -0.1373
C 3.797 0.234 3.783 -0.092 0.048 0.027 0.0715
C 2.557 0.781 3.599 -0.023 -0.041 -0.058 -0.0766
C 1.815 0.340 2.469 -0.096 -0.021 0.042 -0.2514
O 0.605 0.769 2.285 -0.037 -0.047 -0.240 -0.2834
C 1.939 1.797 4.544 0.094 0.071 0.110 -0.5361
C 0.657 1.227 5.154 -0.100 -0.044 -0.065 -0.0294
C 1.630 3.086 3.778 -0.058 -0.003 -0.075 -0.0289
C 2.886 2.149 5.692 -0.058 -0.011 -0.070 -0.0573
C 5.733 -1.375 3.254 0.009 -0.007 0.016 -0.5547
C 6.357 -0.799 4.524 0.022 -0.062 -0.092 -0.0574
C 6.685 -1.108 2.084 -0.036 0.025 0.033 -0.0366
C 5.568 -2.886 3.439 -0.031 0.042 0.005 -0.0364
C 0.669 -1.563 -1.558 -0.946 0.473 0.124 -0.1921
O -0.419 -0.947 -1.195 0.964 -0.661 -0.485 -0.2173
C 0.764 -2.382 -2.749 -0.062 0.288 0.443 -0.0662
C 1.996 -2.870 -3.064 -0.022 0.067 0.069 0.0597
C -0.378 -2.727 -3.694 -0.027 -0.144 -0.119 -0.5431
C -0.026 -2.220 -5.097 -0.057 -0.026 0.012 -0.0327
C -1.717 -2.128 -3.311 -0.265 -0.015 0.028 -0.0649
C -0.539 -4.253 -3.724 -0.033 0.075 -0.036 -0.0302
H 6.046 -4.560 -2.138 0.128 -0.050 -0.040 0.0910
H 4.410 -4.969 -1.630 -0.089 -0.111 0.016 0.0939
H 5.277 -3.657 -0.841 0.022 0.079 0.142 0.0708
H 6.484 -2.368 -3.378 0.129 -0.050 -0.042 0.0905
H 5.722 -1.488 -2.067 0.020 0.080 0.154 0.0748
H 5.152 -1.268 -3.715 -0.053 0.099 -0.108 0.0941
H 5.419 -4.237 -4.484 0.051 -0.012 -0.006 0.0922
H 4.055 -3.241 -4.961 -0.047 0.094 -0.113 0.0906
H 3.790 -4.767 -4.110 -0.080 -0.123 0.009 0.0887
H 4.024 -1.674 -0.669 0.197 0.115 0.262 0.0951
H 4.066 -1.933 1.228 0.067 -0.239 -0.260 0.0927
H 4.361 0.544 4.644 0.056 0.089 0.134 0.0915
H -0.099 1.035 4.398 -0.029 -0.008 0.027 0.0722
H 0.254 1.936 5.868 -0.098 0.157 0.172 0.0875
H 0.862 0.300 5.682 0.033 -0.152 0.101 0.0944
H 0.897 2.920 2.994 -0.028 0.027 -0.034 0.0708
H 2.532 3.494 3.330 0.154 0.076 -0.064 0.0937
H 1.232 3.828 4.463 -0.085 0.159 0.141 0.0882
H 3.118 1.285 6.310 0.037 -0.129 0.077 0.0900
H 2.403 2.885 6.330 -0.046 0.074 0.069 0.0895
H 3.816 2.585 5.337 0.135 0.051 -0.062 0.0906
H 6.524 0.273 4.445 0.029 0.148 -0.015 0.0903
H 7.323 -1.268 4.694 0.079 -0.047 0.006 0.0906
H 5.742 -0.990 5.400 -0.090 -0.031 0.131 0.0901
H 6.790 -0.041 1.901 0.016 0.137 -0.019 0.0939
H 6.334 -1.574 1.166 -0.062 -0.062 -0.129 0.0681
H 7.668 -1.513 2.303 0.168 -0.078 0.031 0.0891
H 4.877 -3.105 4.249 -0.089 -0.031 0.111 0.0938
H 6.526 -3.337 3.678 0.171 -0.087 0.036 0.0889
H 5.192 -3.365 2.539 -0.055 -0.058 -0.120 0.0756
H 2.072 -3.460 -3.962 -0.015 -0.064 -0.060 0.0967
H 0.147 -1.147 -5.089 0.011 0.166 0.003 0.0951
H -0.849 -2.425 -5.777 -0.103 -0.036 -0.100 0.0906
H 0.860 -2.701 -5.499 0.141 -0.070 -0.075 0.0776
H -1.668 -1.050 -3.277 -0.065 0.311 0.006 0.0772
H -2.066 -2.482 -2.346 -0.055 -0.021 0.137 0.0716
H -2.446 -2.417 -4.066 -0.097 -0.023 -0.050 0.0925
H 0.354 -4.752 -4.085 0.146 -0.088 -0.057 0.0787
H -1.359 -4.522 -4.386 -0.100 -0.032 -0.087 0.0917
H -0.765 -4.638 -2.733 -0.040 -0.048 0.146 0.0948
S -3.251 -1.355 0.436 0.066 -0.162 -0.158 0.7562
C -4.037 0.074 0.267 -0.125 -0.078 0.044 -0.7366
N -5.187 0.282 -0.390 0.241 -0.058 -0.069 -0.1107
C -5.923 1.519 -0.220 -0.128 0.294 0.012 -0.1000
C -5.809 1.935 1.223 -0.305 -0.025 -0.102 -0.0886
N -4.399 2.089 1.532 0.344 -0.095 -0.017 -0.0958
C -4.070 3.216 2.405 0.091 -0.028 0.361 -0.1161
C -4.258 4.526 1.697 -0.053 0.112 0.072 -0.2237
C -3.456 4.870 0.616 0.039 -0.071 -0.009 -0.0350
C -3.656 6.067 -0.042 -0.011 0.077 -0.061 -0.0669
C -4.654 6.935 0.375 -0.038 0.010 0.031 -0.0731
C -5.454 6.600 1.454 0.026 0.021 -0.050 -0.0680
C -5.257 5.395 2.110 0.043 0.025 -0.018 -0.0470
C -3.502 1.278 1.000 -0.035 -0.029 0.255 -0.6166
S -1.863 1.572 1.235 0.285 -0.184 -0.417 0.7418
C -5.746 -0.660 -1.351 0.112 -0.298 -0.121 -0.1101
C -5.947 0.031 -2.682 -0.060 -0.175 0.030 -0.2260
C -4.852 0.531 -3.376 -0.236 0.055 -0.065 -0.0366
C -5.023 1.169 -4.591 0.036 0.004 0.009 -0.0676
C -6.294 1.312 -5.127 -0.005 0.040 -0.065 -0.0778
C -7.390 0.822 -4.441 -0.030 -0.022 0.028 -0.0700
C -7.216 0.187 -3.218 0.067 -0.018 -0.047 -0.0435
H -6.966 1.334 -0.480 0.052 0.016 -0.004 0.1404
H -5.542 2.304 -0.887 -0.080 -0.059 0.103 0.1500
H -6.262 1.198 1.896 0.020 0.060 -0.089 0.1523
H -6.287 2.903 1.379 -0.001 -0.063 -0.014 0.1333
H -3.053 3.078 2.773 -0.138 0.070 -0.026 0.0898
H -4.756 3.156 3.257 0.103 -0.012 -0.050 0.1389
H -2.669 4.203 0.295 0.087 -0.078 -0.033 0.0888
H -3.028 6.329 -0.878 0.077 0.042 -0.104 0.1078
H -4.805 7.871 -0.139 -0.017 0.105 -0.056 0.1072
H -6.230 7.272 1.785 -0.090 0.083 0.034 0.1079
H -5.879 5.137 2.955 -0.076 -0.040 0.111 0.1142
H -6.702 -1.036 -0.974 0.077 -0.009 0.017 0.1368
H -5.048 -1.502 -1.414 -0.196 0.180 -0.069 0.0886
H -3.870 0.425 -2.957 0.450 -0.076 0.148 0.1065
H -4.165 1.552 -5.125 0.063 0.026 -0.033 0.1066
H -6.428 1.806 -6.079 -0.006 0.023 -0.044 0.1069
H -8.382 0.930 -4.854 -0.081 0.011 -0.027 0.1074
H -8.072 -0.198 -2.687 -0.143 -0.069 0.084 0.1124



What are the strongest force on any atom values for these records? In order: 3.18 1.27 eV/Å.